(1)
DFT (the ωB97M-V functional and the def2-TZVPD basis) results for a 5-piece molecular cluster, C18H40BBr2ClN5O8S overall in a non-equilibrium geometry.

## Properties
Energy above the lowest of the compared OMol25 structures with the same formula, charge and spin: 0.0 kcal/mol
Total charge: -1
HOMO-LUMO gap: 7.3 eV
HOMO energy: -5.33 eV

Last column: Löwdin charge in e.
Cartesian coordinates (Å):
N: 4.816 -0.204 0.320  0.052
C: 3.783 0.807 0.293  -0.869
Br: 3.962 1.852 2.059  0.525
C: 3.973 1.725 -0.943  -0.209
O: 2.897 1.414 -1.779  -0.048
B: 1.822 0.924 -0.935  -1.128
Br: 0.814 2.545 -0.052  0.581
C: 0.869 -0.131 -1.708  -0.121
C: -0.655 0.092 -1.801  -0.260
C: -1.344 -0.276 -0.493  -0.237
C: -2.863 -0.112 -0.420  -0.278
S: -3.532 1.532 -0.435  0.350
O: -4.878 1.456 -0.945  -0.383
O: -2.647 2.496 -1.002  -0.346
Cl: -3.707 2.018 1.557  0.396
O: 2.573 0.237 0.185  -0.060
H: 4.623 -0.873 1.059  0.077
H: 5.700 0.248 0.532  0.045
H: 4.923 1.501 -1.432  0.101
H: 4.007 2.771 -0.616  0.099
H: 1.265 -0.250 -2.721  0.095
H: 0.998 -1.085 -1.176  0.097
H: -0.889 1.116 -2.099  0.083
H: -1.041 -0.572 -2.588  0.106
H: -0.851 0.201 0.358  0.097
H: -1.204 -1.356 -0.347  0.121
H: -3.398 -0.611 -1.230  0.110
H: -3.210 -0.544 0.512  0.055
C: -5.444 -0.671 2.657  -0.358
O: -4.378 -1.155 2.320  -0.016
N: -6.068 -0.972 3.814  -0.192
C: -7.344 -0.354 4.124  -0.056
C: -5.447 -1.909 4.727  -0.049
H: -6.001 0.050 2.040  0.119
H: -7.282 0.225 5.049  0.089
H: -8.126 -1.111 4.232  0.087
H: -7.580 0.313 3.297  0.040
H: -4.467 -1.547 5.041  0.092
H: -5.305 -2.878 4.246  0.088
H: -6.087 -2.028 5.599  0.081
C: -8.583 2.136 0.850  -0.314
O: -8.269 1.667 1.929  -0.002
N: -9.820 2.573 0.546  -0.197
C: -10.140 3.125 -0.753  -0.059
C: -10.854 2.482 1.561  -0.044
H: -7.860 2.242 0.026  0.140
H: -10.490 4.155 -0.659  0.088
H: -10.919 2.536 -1.242  0.088
H: -9.251 3.115 -1.380  0.087
H: -10.573 3.055 2.445  0.091
H: -11.000 1.445 1.866  0.091
H: -11.784 2.874 1.156  0.083
C: 7.949 0.736 -1.276  -0.360
O: 7.518 1.854 -1.079  0.021
N: 8.817 0.083 -0.473  -0.197
C: 9.193 -1.277 -0.781  -0.057
C: 9.337 0.756 0.702  -0.040
H: 7.643 0.132 -2.148  0.124
H: 8.909 -1.948 0.032  0.092
H: 10.265 -1.381 -0.967  0.087
H: 8.634 -1.570 -1.668  0.071
H: 8.524 1.053 1.366  0.092
H: 9.880 1.658 0.417  0.090
H: 10.007 0.081 1.230  0.084
C: 6.909 -3.977 -3.141  -0.377
O: 7.267 -4.929 -2.470  -0.008
N: 5.915 -3.132 -2.808  -0.191
C: 5.542 -2.000 -3.634  -0.051
C: 5.191 -3.357 -1.565  -0.038
H: 7.404 -3.713 -4.093  0.127
H: 5.656 -1.065 -3.080  0.078
H: 4.502 -2.082 -3.953  0.093
H: 6.178 -1.968 -4.518  0.080
H: 5.875 -3.323 -0.717  0.085
H: 4.715 -4.338 -1.577  0.090
H: 4.438 -2.582 -1.446  0.080

---

(2)
DFT (the ωB97M-V functional and the def2-TZVPD basis) results for a 3-piece molecular cluster, C18H40BBrN2O overall in a non-equilibrium geometry.

## Properties
HOMO-LUMO gap: 9.9 eV
HOMO energy: -9.95 eV

Last column: natural (NBO) charge in e.
Cartesian coordinates (Å):
C: 1.165 -4.873 -3.427  -0.682
C: 2.300 -4.230 -4.362  0.329
N: 2.754 -4.868 -5.417  -0.626
C: 2.913 -2.770 -4.102  -0.884
B: 1.774 -1.709 -4.598  0.778
Br: 2.003 -0.962 -6.430  -0.137
C: 0.530 -1.307 -3.612  -0.836
C: -0.825 -1.612 -4.423  -0.516
C: -1.775 -2.675 -3.717  0.695
N: -2.382 -3.700 -4.591  -0.861
O: -2.022 -2.731 -2.507  -0.546
H: 0.506 -4.063 -2.988  0.223
H: 1.701 -5.431 -2.599  0.245
H: 0.543 -5.585 -4.048  0.237
H: 3.449 -4.285 -5.903  0.336
H: 3.148 -2.565 -3.007  0.253
H: 3.886 -2.624 -4.673  0.243
H: 0.679 -0.188 -3.402  0.266
H: 0.610 -1.894 -2.634  0.258
H: -1.374 -0.640 -4.682  0.258
H: -0.537 -2.055 -5.441  0.218
H: -2.276 -3.379 -5.570  0.360
H: -1.811 -4.564 -4.552  0.387
C: -0.495 -0.934 -0.097  -0.605
C: 0.096 0.177 0.762  -0.402
C: 1.508 0.582 0.336  -0.397
C: 2.564 -0.520 0.447  -0.395
C: 2.728 -1.125 1.842  -0.399
C: 3.193 -0.116 2.884  -0.610
H: 0.088 -1.855 -0.022  0.196
H: -1.513 -1.161 0.227  0.219
H: -0.535 -0.635 -1.147  0.202
H: 0.084 -0.125 1.814  0.194
H: -0.554 1.055 0.687  0.200
H: 1.819 1.447 0.931  0.201
H: 1.479 0.931 -0.704  0.196
H: 3.528 -0.109 0.122  0.199
H: 2.329 -1.324 -0.259  0.193
H: 3.468 -1.931 1.785  0.200
H: 1.795 -1.591 2.170  0.196
H: 4.149 0.328 2.597  0.201
H: 3.324 -0.607 3.851  0.210
H: 2.465 0.688 3.019  0.201
C: -0.033 4.011 2.944  -0.611
C: -0.901 3.051 3.747  -0.399
C: -2.271 2.803 3.113  -0.397
C: -3.169 4.037 2.993  -0.397
C: -3.465 4.757 4.310  -0.398
C: -4.224 3.894 5.310  -0.610
H: -0.485 5.003 2.875  0.201
H: 0.943 4.126 3.422  0.209
H: 0.129 3.635 1.930  0.200
H: -1.013 3.422 4.770  0.195
H: -0.377 2.092 3.824  0.201
H: -2.790 2.030 3.691  0.200
H: -2.128 2.381 2.112  0.200
H: -4.117 3.733 2.534  0.201
H: -2.716 4.751 2.297  0.199
H: -4.068 5.645 4.091  0.201
H: -2.540 5.121 4.765  0.193
H: -5.175 3.557 4.890  0.202
H: -4.437 4.466 6.216  0.209
H: -3.646 3.015 5.604  0.200

---

(3)
DFT (the ωB97M-V functional and the def2-TZVPD basis) results for a 2-piece molecular cluster, C18H40BO2 overall.

## Properties
Total charge: -1
HOMO-LUMO gap: 6.0 eV
HOMO energy: -3.55 eV

Last column: natural (NBO) charge in e.
Cartesian coordinates (Å):
C: -1.296 -1.782 1.277  -0.609
C: -2.773 -2.152 1.155  -0.397
C: -3.693 -0.923 1.144  -0.393
C: -4.073 -0.488 -0.271  -0.401
C: -4.697 0.912 -0.376  -0.392
C: -4.061 1.728 -1.502  -0.393
C: -2.626 2.156 -1.164  -0.391
C: -1.678 2.115 -2.357  -0.410
C: -0.291 2.646 -2.011  -0.381
C: 0.835 2.202 -2.940  -0.412
C: 0.771 2.733 -4.380  0.088
C: 1.634 1.891 -5.323  -0.066
O: 0.803 0.854 -5.735  -0.742
B: -0.605 1.388 -5.744  0.454
O: -0.501 2.676 -4.958  -0.746
H: -1.136 -1.102 2.117  0.196
H: -0.942 -1.281 0.373  0.215
H: -0.667 -2.662 1.433  0.202
H: -3.049 -2.848 1.951  0.191
H: -2.914 -2.700 0.217  0.198
H: -3.188 -0.083 1.632  0.192
H: -4.593 -1.116 1.737  0.193
H: -3.167 -0.519 -0.887  0.204
H: -4.748 -1.232 -0.706  0.197
H: -5.781 0.849 -0.510  0.195
H: -4.537 1.441 0.571  0.185
H: -4.040 1.123 -2.414  0.205
H: -4.678 2.601 -1.733  0.196
H: -2.624 3.163 -0.730  0.187
H: -2.236 1.497 -0.376  0.175
H: -2.093 2.668 -3.201  0.238
H: -1.594 1.085 -2.721  0.210
H: -0.316 3.743 -1.972  0.183
H: -0.038 2.312 -0.995  0.175
H: 1.786 2.542 -2.509  0.179
H: 0.870 1.106 -2.966  0.199
H: 1.113 3.782 -4.359  0.135
H: 1.980 2.520 -6.165  0.130
H: 2.525 1.490 -4.813  0.141
H: -1.004 1.644 -6.890  -0.164
H: -1.364 0.564 -5.205  -0.168
C: 5.240 -2.641 4.981  -0.610
C: 3.918 -1.893 5.116  -0.399
C: 2.774 -2.527 4.327  -0.397
C: 3.005 -2.611 2.817  -0.397
C: 3.309 -1.275 2.139  -0.400
C: 2.194 -0.248 2.300  -0.612
H: 5.591 -2.650 3.948  0.203
H: 6.020 -2.182 5.589  0.206
H: 5.132 -3.680 5.302  0.198
H: 4.054 -0.855 4.799  0.196
H: 3.634 -1.850 6.171  0.197
H: 1.855 -1.968 4.524  0.202
H: 2.598 -3.539 4.709  0.196
H: 2.112 -3.043 2.355  0.203
H: 3.820 -3.311 2.608  0.196
H: 3.477 -1.458 1.075  0.209
H: 4.247 -0.864 2.525  0.188
H: 1.251 -0.637 1.910  0.210
H: 2.419 0.670 1.758  0.217
H: 2.036 0.018 3.348  0.193